Entry 1:
{
  "formula": "C6H9NO3S2",
  "method": "ωB97M-V with the def2-TZVPD basis set",
  "elements": ["C", "C", "C", "C", "C", "C", "N", "O", "O", "O", "S", "S", "H", "H", "H", "H", "H", "H", "H", "H", "H"],
  "coordinates": [[1.589, 2.181, -0.130], [-0.617, -0.018, -1.205], [-0.583, -1.548, -1.166], [1.024, -0.204, 0.641], [-0.174, 0.536, 0.251], [-1.331, 0.300, 1.183], [0.283, 1.883, 0.135], [2.086, 3.302, -0.261], [1.810, -2.424, -0.547], [0.005, -2.719, 1.136], [2.560, 0.659, 0.041], [0.619, -1.962, 0.076], [0.158, 0.357, -1.860], [-1.538, 0.274, -1.600], [-1.458, -1.955, -0.685], [-0.407, -2.028, -2.033], [1.084, -0.260, 1.999], [-1.163, 0.879, 2.128], [-1.346, -0.736, 1.053], [-2.231, 0.790, 0.766], [-0.370, 2.694, 0.079]],
  "homo_energy_ev": -9.8
}

=====

Entry 2:
{
  "formula": "C6H9NO4",
  "method": "ωB97M-V with the def2-TZVPD basis set",
  "elements": ["C", "C", "C", "C", "C", "C", "N", "O", "O", "O", "O", "H", "H", "H", "H", "H", "H", "H", "H", "H"],
  "coordinates": [[-2.680, 1.015, -0.449], [0.247, -0.600, -1.155], [-0.875, -1.204, -0.302], [0.732, 0.636, -0.372], [-1.156, -0.079, 0.688], [2.175, 0.501, 0.139], [-3.429, 1.587, -1.099], [-0.129, 0.788, 0.754], [-0.391, -2.347, 0.364], [-1.748, -0.389, 1.850], [2.589, 1.598, 0.901], [1.038, -1.338, -1.260], [-0.121, -0.320, -2.139], [-1.764, -1.454, -0.894], [0.641, 1.550, -0.976], [2.834, 0.348, -0.729], [2.245, -0.367, 0.799], [-1.063, -2.648, 0.985], [-1.580, 0.313, 2.493], [2.436, 2.409, 0.402]],
  "homo_energy_ev": -10.3
}

=====

Entry 3:
{
  "formula": "C6H9NO4",
  "method": "ωB97M-V with the def2-TZVPD basis set",
  "elements": ["C", "C", "C", "C", "C", "C", "N", "O", "O", "O", "O", "H", "H", "H", "H", "H", "H", "H", "H", "H"],
  "coordinates": [[-1.162, 2.118, 1.602], [-1.080, 0.999, 1.230], [-0.529, -0.802, -0.264], [1.700, 0.663, -2.675], [0.654, -0.332, -2.200], [-0.889, -0.453, 1.165], [0.244, -0.531, 3.284], [-1.025, -1.774, -0.796], [-1.962, -1.275, 1.545], [0.308, 0.052, -0.855], [0.304, -0.734, 1.895], [-0.975, 3.145, 1.687], [1.348, 1.551, -2.930], [2.588, 0.851, -1.977], [2.169, 0.435, -3.662], [1.032, -1.255, -2.005], [-0.100, -0.342, -2.887], [-0.572, -1.024, 3.586], [0.299, 0.439, 3.455], [-2.350, -1.732, 0.800]],
  "smiles": "C#C[C@](O)(ON)C(=O)OCC",
  "homo_energy_ev": -9.8
}

=====

Entry 4:
{
  "formula": "C6H9NO4S",
  "method": "ωB97M-V with the def2-TZVPD basis set",
  "elements": ["C", "C", "C", "C", "C", "C", "N", "O", "O", "O", "O", "S", "H", "H", "H", "H", "H", "H", "H", "H", "H"],
  "coordinates": [[-0.337, 2.868, 1.267], [-1.595, 3.164, 1.108], [0.376, -3.215, -0.883], [0.587, 2.475, 0.162], [-0.619, -0.233, 0.273], [-0.951, -2.427, -0.750], [-0.708, -1.039, -0.864], [0.465, -4.422, -1.007], [1.541, -2.499, -0.836], [1.697, 0.162, -0.834], [1.476, 0.499, 1.635], [0.901, 0.652, 0.317], [0.238, 2.859, 2.277], [-2.399, 3.606, 1.723], [0.138, 2.569, -0.918], [1.688, 2.828, 0.167], [-1.419, 0.006, 0.985], [-1.278, -2.815, 0.146], [-1.544, -2.633, -1.599], [-0.009, -0.973, -1.592], [1.751, -1.429, -0.777]],
  "homo_energy_ev": [-10.0, -8.6]
}

=====

Results for calculated total energy: -1310.8235; -589.6597; -589.5763; -987.7121 (in hartree, following the order of the records).
Results for energy above the lowest of the compared OMol25 structures with the same formula, charge and spin: 17.0; 79.2; 131.5; 95.6 (in kcal/mol, following the order of the records).